(1)
7 unconnected molecules or ions with the total composition C30H80N6O11 at a distorted geometry, computed with wB97M-V/def2-TZVPD.

Structure (XYZ):
```
127
Properties=species:S:1:pos:R:3:mulliken_charge:R:1
N -0.327 -0.651 2.254 0.566
H -0.870 -1.117 2.883 0.104
H -0.663 -0.771 1.181 -0.461
H 0.647 -1.015 2.296 0.511
H -0.220 0.375 2.307 -0.872
O 0.061 1.374 1.214 2.176
H 0.486 2.120 0.617 -1.326
C 8.732 0.757 -7.899 -0.788
O 8.689 1.896 -7.009 -0.321
C 8.456 1.553 -5.662 -0.673
C 7.039 2.279 -5.541 -0.318
N 6.576 2.080 -4.183 -0.237
C 5.198 2.589 -3.967 -0.577
C 4.804 2.391 -2.489 -1.128
O 3.420 2.898 -2.298 -0.336
C 2.947 2.715 -0.937 -0.571
H 9.600 0.125 -7.664 0.311
H 9.001 1.132 -8.987 0.207
H 7.910 0.224 -7.853 0.404
H 9.333 1.793 -4.957 0.300
H 8.337 0.580 -5.534 0.491
H 6.167 1.832 -6.105 0.240
H 7.129 3.312 -5.689 0.320
H 7.056 2.396 -3.534 0.175
H 4.478 1.922 -4.507 0.312
H 5.010 3.605 -3.977 0.324
H 5.185 3.025 -1.785 0.470
H 4.844 1.433 -2.157 0.592
H 3.115 1.838 -0.602 0.089
H 1.771 3.211 -0.886 -0.065
H 3.471 3.213 -0.196 0.843
C 0.635 -3.906 -1.606 -1.068
O 0.984 -2.879 -0.679 -0.266
C 0.019 -1.943 -0.591 0.725
C 0.178 -0.813 -1.563 -1.026
N -0.749 0.250 -1.152 0.908
C -0.506 1.415 -2.075 -0.616
C -1.677 2.542 -1.907 -0.016
O -1.214 3.630 -2.588 -0.381
C -1.749 4.892 -2.159 -0.764
H 0.792 -3.687 -2.533 0.489
H -0.259 -4.351 -1.397 0.409
H 1.363 -4.762 -1.281 0.281
H 0.013 -1.580 0.380 0.140
H -1.029 -2.337 -0.640 -0.089
H 0.111 -1.122 -2.559 0.902
H 1.239 -0.641 -1.644 0.185
H -0.437 0.602 -0.114 -1.410
H -0.837 1.172 -3.088 0.555
H 0.420 1.826 -1.848 -0.087
H -1.674 2.558 -0.813 -0.243
H -2.655 2.208 -2.180 0.501
H -1.282 5.207 -1.281 0.287
H -2.845 4.709 -1.834 0.313
H -1.804 5.703 -2.898 0.293
C -2.918 -3.062 6.692 -0.800
O -2.809 -1.689 6.667 -0.357
C -2.906 -1.350 5.259 -0.702
C -2.559 0.226 5.121 -0.688
N -2.626 0.647 3.719 0.496
C -2.358 2.060 3.863 -1.414
C -1.976 2.693 2.525 0.371
O -1.512 4.061 2.742 -0.443
C -0.767 4.441 1.633 -0.613
H -3.758 -3.687 6.167 0.262
H -2.643 -3.387 7.659 0.446
H -1.983 -3.609 6.312 0.258
H -3.789 -1.375 4.975 0.749
H -2.072 -1.839 4.497 0.201
H -1.684 0.402 5.616 0.314
H -3.305 0.706 5.780 0.355
H -3.371 0.704 3.406 0.031
H -1.486 2.248 4.451 0.409
H -3.064 2.492 4.409 1.103
H -2.719 2.747 1.586 0.129
H -1.105 2.010 1.975 -0.857
H 0.193 3.897 1.493 -0.125
H -0.399 5.548 1.923 0.281
H -1.360 4.397 0.752 0.458
C -2.968 -0.373 -0.088 -1.339
O -2.918 -1.769 0.502 -0.214
C -3.337 -2.740 -0.396 -0.215
C -4.743 -2.648 -0.694 -1.059
N -5.126 -3.646 -1.704 -0.275
C -6.576 -3.831 -1.669 -0.585
C -7.066 -4.850 -2.808 -0.733
O -8.512 -4.611 -3.008 -0.289
C -9.009 -5.282 -4.150 -0.800
H -2.430 -0.318 -0.921 1.231
H -2.612 0.411 0.791 -0.332
H -3.915 -0.038 -0.479 0.742
H -2.980 -3.747 0.057 0.226
H -2.858 -2.612 -1.386 0.388
H -5.240 -1.883 -1.364 0.376
H -5.524 -2.446 0.129 0.379
H -4.954 -4.481 -0.949 0.261
H -7.065 -2.808 -1.891 0.342
H -7.044 -4.181 -0.797 0.310
H -7.173 -5.743 -2.210 0.291
H -6.377 -4.856 -3.563 0.526
H -9.790 -5.043 -4.503 0.433
H -9.134 -6.412 -3.892 0.219
H -8.255 -5.107 -4.932 0.290
C 0.621 0.281 6.415 -1.123
O 0.096 0.680 5.171 -0.042
C 0.682 1.841 4.541 0.014
C 2.059 1.447 3.804 -0.915
N 1.903 0.355 3.014 -0.302
C 3.156 0.121 2.322 -1.584
C 2.977 -1.101 1.292 0.457
O 4.288 -1.389 0.685 -0.484
C 4.086 -1.885 -0.693 -0.628
H 0.234 -0.507 7.017 0.396
H 0.736 1.035 7.287 0.336
H 1.607 -0.209 6.300 0.333
H 0.796 2.759 5.304 0.235
H 0.126 2.261 3.704 -0.347
H 2.929 1.354 4.696 0.296
H 2.197 2.396 3.257 0.342
H 1.311 0.558 2.177 0.380
H 3.816 -0.443 3.037 0.333
H 3.386 0.971 1.920 0.738
H 2.444 -0.683 0.353 -0.706
H 2.397 -1.885 1.750 0.636
H 3.789 -1.156 -1.373 0.219
H 3.439 -2.757 -0.707 0.137
H 5.089 -2.117 -0.858 0.460
```

Calculated values
spin multiplicity = 1

(2)
A molecular structure, C27H26BrMgN5OS2, computed with wB97M-V/def2-TZVPD.

Structure (XYZ):
```
63
Properties=species:S:1:pos:R:3:nbo_charge:R:1
Mg -0.193 -0.206 0.895 1.733
Br -6.007 4.221 -0.899 0.034
C -4.554 3.252 -0.156 -0.157
C -3.777 3.835 0.861 -0.199
C -2.740 3.143 1.420 -0.240
C -2.384 1.828 0.992 0.420
O -1.412 1.215 1.549 -0.849
C -3.180 1.270 -0.057 -0.278
C -3.007 -0.078 -0.520 0.200
N -1.985 -0.829 -0.298 -0.600
C -2.032 -2.170 -0.719 0.123
C -2.549 -2.617 -1.905 -0.242
C -2.550 -3.996 -2.216 -0.196
C -2.043 -4.911 -1.341 -0.192
C -1.483 -4.479 -0.112 -0.109
C -0.945 -5.362 0.853 -0.128
C -0.420 -4.858 2.004 -0.260
C -0.389 -3.457 2.185 0.074
N -0.869 -2.605 1.314 -0.498
C -1.449 -3.107 0.187 0.206
C -4.272 1.992 -0.591 -0.165
H -4.015 4.833 1.206 0.225
H -2.145 3.575 2.215 0.222
H -3.853 -0.492 -1.079 0.166
H -2.951 -1.907 -2.617 0.220
H -2.964 -4.322 -3.161 0.221
H -2.056 -5.968 -1.575 0.217
H -0.961 -6.430 0.666 0.220
H -0.010 -5.503 2.768 0.229
H 0.070 -3.036 3.072 0.221
H -4.883 1.532 -1.358 0.216
S 1.121 -0.593 3.071 -0.449
C 2.106 0.744 2.653 -0.068
N 2.001 1.428 1.543 -0.625
C 2.915 2.472 1.500 0.193
C 3.038 3.403 0.469 -0.258
C 4.002 4.391 0.559 -0.203
C 4.850 4.470 1.665 -0.230
C 4.736 3.559 2.702 -0.208
C 3.767 2.569 2.610 -0.260
S 3.367 1.315 3.740 0.378
H 2.379 3.356 -0.389 0.208
H 4.095 5.116 -0.240 0.211
H 5.597 5.250 1.716 0.214
H 5.385 3.619 3.566 0.219
N 1.482 -1.343 -0.045 -0.944
C 1.480 -2.041 -1.347 -0.217
C 1.888 -1.149 -2.508 -0.400
C 0.999 0.067 -2.779 -0.414
C 1.182 1.246 -1.816 -0.224
N 0.144 1.288 -0.779 -0.913
H 2.257 -0.685 0.004 0.390
H 1.650 -1.999 0.711 0.401
H 0.476 -2.429 -1.533 0.191
H 2.153 -2.903 -1.318 0.186
H 1.903 -1.781 -3.399 0.217
H 2.919 -0.808 -2.358 0.197
H -0.054 -0.240 -2.775 0.204
H 1.214 0.415 -3.791 0.214
H 1.204 2.181 -2.384 0.181
H 2.149 1.170 -1.313 0.196
H -0.747 1.524 -1.208 0.375
H 0.351 2.025 -0.110 0.404
```

Calculated values
spin multiplicity = 1

(3)
A gas-phase ion, C6H6NO2 (charge -1) at a distorted geometry, computed with wB97M-V/def2-TZVPD.

Structure (XYZ):
```
15
Properties=species:S:1:pos:R:3:nbo_charge:R:1
C 0.129 0.973 3.119 -0.646
C 0.748 -0.133 2.966 0.694
C 1.127 1.217 0.193 0.001
C 0.261 2.212 2.256 0.597
C -0.428 -0.805 -0.612 -0.593
C -0.131 0.665 -0.438 -0.533
N 1.028 1.955 1.201 -0.551
O 1.500 -0.981 2.621 -0.489
O -0.008 3.303 2.719 -0.679
H -0.531 1.185 3.940 0.254
H -0.410 -1.307 0.422 0.194
H 0.311 -1.440 -1.171 0.190
H -1.219 -1.068 -1.220 0.193
H -1.000 1.086 0.017 0.164
H -0.051 0.907 -1.482 0.204
```

Calculated values
spin multiplicity = 1
charge = -1

Electronic energy across the listed records, respectively: -63841.2872; -135082.7431; -11901.5194 eV.
Energy relative to the best compared isomer or geometry (same formula, charge and spin) across the listed records, respectively: 6.824; 0.000; 3.551 eV.
Kohn-Sham gap across the listed records, respectively: 0.31111; 0.25185; 0.21261 hartree.